The molecule C17H17ClN2O2S in a non-equilibrium geometry. Source: OMol25; level of theory: ωB97M-V/def2-TZVPD.

Positions of all 40 atoms, in Å:
Cl1 4.165806 1.617410 3.234274
S1 0.495203 -0.006118 -1.571670
O1 1.361060 -0.409613 -2.643071
O2 -0.455251 1.031082 -1.833839
N1 -0.308442 -1.381277 -1.015395
N2 -2.247073 -2.518607 -1.264240
C1 -1.889602 0.558223 0.579779
C2 2.496912 -0.907927 3.222236
C3 1.607397 -0.360170 0.930444
C4 2.195165 2.486135 -1.490603
C5 -2.451971 -0.299528 -0.360947
C6 -1.708416 -1.427220 -0.903929
C7 0.112223 -2.685153 -1.524566
C8 3.145067 1.150615 1.923273
C9 -3.924884 1.828315 0.644579
C10 2.271367 1.630694 -0.272459
C11 1.532234 0.457170 -0.179735
C12 -3.764722 -0.094115 -0.779102
C13 -4.494168 0.967740 -0.279832
C14 3.081467 1.966605 0.806307
C15 2.413649 -0.033391 2.013320
C16 -1.229191 -3.429043 -1.728233
C17 -2.625808 1.616913 1.076668
H1 -4.492904 2.662336 1.029828
H2 3.521630 -1.244920 3.373420
H3 1.024043 -1.267742 0.956957
H4 2.201106 -0.351905 4.110896
H5 0.677976 -2.548631 -2.446343
H6 -2.182530 2.282053 1.803233
H7 -1.282730 -4.348985 -1.142168
H8 1.851311 -1.774900 3.116796
H9 2.431916 1.891071 -2.371145
H10 0.749225 -3.177023 -0.783347
H11 -5.508308 1.128623 -0.614408
H12 -4.189685 -0.773763 -1.500511
H13 3.669797 2.870844 0.775348
H14 2.880665 3.326616 -1.422418
H15 -1.427461 -3.679229 -2.773621
H16 1.178682 2.853988 -1.621474
H17 -0.880757 0.392828 0.925698

Forces on the atoms, in the same order (eV/Å):
0.1455 0.0914 0.1614
0.1438 -0.1493 -0.0093
0.0766 -0.1722 0.1803
0.0360 -0.1169 0.1685
0.6564 0.8225 -0.2501
-0.4472 0.3951 0.2804
-0.2012 -0.1594 -0.0211
0.0062 0.0060 0.0006
0.0811 -0.0529 0.1318
0.0110 0.2220 -0.1340
-0.5305 0.4602 0.3337
-0.5532 -0.3199 -0.1465
0.5181 -0.6083 -0.1980
-0.2521 -0.1798 -0.2433
-0.0073 0.0227 0.0138
0.0731 0.0602 0.0823
-0.3579 -0.2947 -0.2954
0.2078 -0.0799 0.0230
-0.0679 0.0320 0.0000
-0.1353 -0.1295 -0.0912
0.0894 0.1526 -0.0424
0.3024 -0.0074 -0.0925
0.0487 0.0378 0.1090
-0.0425 0.0615 0.0283
0.0289 -0.0588 0.0761
-0.0499 -0.0838 0.0747
-0.0030 -0.0415 0.0894
-0.0370 -0.1545 0.1275
0.0322 0.0470 0.0589
0.0851 0.0205 -0.1055
-0.0420 -0.0679 0.0070
0.0728 0.0978 -0.1020
-0.0163 -0.0054 -0.1227
-0.0731 0.0054 -0.0337
-0.0498 -0.0602 -0.0782
0.0479 0.0823 -0.0138
0.0311 0.0287 -0.0255
0.1017 -0.0642 0.0486
0.0287 0.1182 -0.0445
0.0415 0.0424 0.0543

Results
ΔE to the lowest compared entry with this formula, charge and spin	1.348	eV
strongest force on any atom	0.0210	Eh/bohr
SMILES	Cc1cc(S(=O)(=O)N2CCN=C2c2ccccc2)c(C)cc1Cl



The molecule C17H17ClN2O4S in a non-equilibrium geometry. Source: OMol25; level of theory: ωB97M-V/def2-TZVPD.

Positions of all 42 atoms, in Å:
Cl1 4.456175 0.173735 -1.174108
S1 -0.872394 -2.719118 0.319112
O1 -0.896721 -3.052903 1.706203
O2 0.633899 1.726299 -0.615886
O3 1.590911 2.400984 1.295239
O4 -1.143838 -3.758872 -0.630396
N1 -2.063661 -1.560293 -0.014354
N2 -0.842714 -0.017450 1.051640
C1 0.651010 -1.887783 -0.101383
C2 -4.914110 2.448506 -0.910464
C3 1.611726 -1.699387 0.872233
C4 3.963484 2.763494 1.416749
C5 -2.924868 0.690574 -0.101850
C6 -5.238611 1.342221 -0.141531
C7 -2.601870 1.800133 -0.876464
C8 0.633788 1.820502 0.585493
C9 2.985583 -0.624019 -0.759730
C10 -4.250033 0.461731 0.258532
C11 -0.474920 1.292693 1.487621
C12 2.794012 -1.062143 0.544197
C13 2.021251 -0.818673 -1.737381
C14 0.844561 -1.465108 -1.400883
C15 -3.598345 2.673246 -1.278877
C16 2.705925 2.965376 0.591937
C17 -1.873479 -0.256293 0.350154
H1 4.808086 3.215759 0.905296
H2 4.159310 1.703621 1.550376
H3 1.406252 -2.041813 1.872946
H4 -1.576075 1.960328 -1.173160
H5 3.560513 -0.904368 1.286995
H6 -2.773257 -1.795779 -0.687573
H7 -0.088838 1.221359 2.506637
H8 0.078800 -1.640707 -2.139175
H9 -1.299209 2.023643 1.456837
H10 2.785200 2.482286 -0.386579
H11 2.188382 -0.463468 -2.741691
H12 -3.344753 3.531504 -1.883131
H13 2.502955 4.031642 0.444469
H14 3.848588 3.224293 2.393953
H15 -6.264407 1.164517 0.145260
H16 -4.493913 -0.398548 0.864827
H17 -5.688064 3.133170 -1.224077

Forces on the atoms, in the same order (eV/Å):
0.2776 0.1486 -0.0807
-0.5001 -0.1365 -0.2383
0.2763 0.3532 0.0530
-0.0617 0.0498 -0.0235
0.2340 0.1270 0.4756
0.0570 0.1827 -0.2449
0.4270 -0.8744 0.0329
-0.4450 0.0413 0.0498
-0.2532 -0.4048 -0.0259
-0.0329 0.0147 -0.0024
0.0165 -0.0846 0.0347
-0.4813 0.0112 -0.0589
-0.1003 0.1014 -0.0950
-0.0932 0.0002 -0.0020
0.0434 -0.0651 -0.0145
-0.2693 -0.1178 -0.0641
-0.3455 -0.1896 0.0031
0.1182 -0.0365 0.0071
-0.0482 0.1165 -0.0604
-0.0209 -0.0348 -0.0706
0.0708 -0.0299 0.1046
0.0259 -0.1057 -0.0154
-0.0129 0.0384 -0.0050
0.3710 0.1093 -0.3784
0.3828 0.8122 0.5618
0.1053 0.0377 -0.0413
0.0704 -0.1075 0.0059
0.0412 0.0175 0.1684
0.0962 0.0025 -0.0038
0.0648 0.0098 0.0471
0.1068 -0.2200 -0.1514
-0.0748 0.1425 -0.0879
-0.0747 0.0220 -0.1570
0.1429 -0.0238 0.0664
-0.0077 0.1330 0.1692
0.0252 0.0311 -0.0662
0.0234 0.0621 -0.0541
-0.0233 -0.1454 -0.0250
0.0617 0.0555 0.1143
-0.0746 -0.0117 0.0320
-0.0561 -0.0837 0.0648
-0.0625 0.0515 -0.0239

Results
ΔE to the lowest compared entry with this formula, charge and spin	0.331	eV
strongest force on any atom	0.0206	Eh/bohr
SMILES	CCOC(=O)C/N=C(/NS(=O)(=O)c1ccc(Cl)cc1)c1ccccc1



A structure of composition C17H17CoN2O3Se4Te in a non-equilibrium geometry. Source: OMol25; level of theory: ωB97M-V/def2-TZVPD.

Positions of all 45 atoms, in Å:
Te1 2.703851 5.085738 -2.280190
Se1 0.715915 3.787655 -2.752163
Se2 3.157069 1.223496 -2.774931
Se3 4.470793 3.002574 -2.740506
Se4 -0.153289 1.417039 -0.082952
Co1 0.865193 1.507997 -2.811260
O1 -1.003496 1.485195 -3.105633
O2 0.835859 -0.354532 -2.794002
O3 -0.593141 -4.837629 -2.572590
N1 0.057786 0.074025 2.376526
N2 0.862730 2.091835 2.517890
C1 0.178110 -2.562865 -2.711704
C2 -1.525451 -0.794809 -2.806165
C3 -0.809077 -3.511992 -2.643799
C4 0.337224 1.191057 1.658576
C5 0.921263 1.377309 6.162412
C6 -0.141904 -1.185034 -2.784895
C7 0.840502 1.576142 3.808464
C8 -2.172018 -3.130875 -2.643186
C9 1.152807 2.146185 5.031532
C10 1.344349 3.407803 2.163180
C11 -1.858336 0.588763 -2.902663
C12 -2.505512 -1.815848 -2.725754
C13 -3.260898 1.093648 -2.722537
C14 0.327833 0.278684 3.718785
C15 0.743697 -5.295963 -2.641378
C16 0.425171 0.077678 6.071396
C17 0.130344 -0.500460 4.845588
H1 1.119340 1.795577 7.140020
H2 0.723850 4.173347 2.630787
H3 -4.009516 0.310492 -2.720659
H4 -3.486409 1.825843 -3.496335
H5 -0.249539 -1.510714 4.773334
H6 1.546352 3.150695 5.107411
H7 1.228116 -2.820698 -2.706050
H8 -3.554884 -1.561465 -2.758485
H9 1.240365 -4.947098 -3.549904
H10 1.294023 3.514553 1.081689
H11 -2.922703 -3.907303 -2.589836
H12 2.376567 3.521413 2.493780
H13 0.684501 -6.380519 -2.653984
H14 1.324173 -4.970849 -1.774191
H15 -3.278634 1.612640 -1.761715
H16 0.254397 -0.484778 6.979333
H17 -0.337360 -0.743937 1.946784

Forces on the atoms, in the same order (eV/Å):
0.8981 -1.2752 -0.3180
-0.3623 1.8047 -0.1378
1.3289 -0.5401 -0.0974
-0.5479 1.3886 0.3335
-0.1377 0.0485 0.0615
0.3270 0.1065 0.4574
-1.4706 0.1927 -0.2188
0.2397 -1.3469 -0.2467
-0.0291 -0.1290 -0.0230
0.1504 0.0828 0.1483
0.0623 -0.0708 0.0157
0.0859 -0.1844 -0.0114
0.3956 0.0821 0.0001
-0.0839 0.2983 0.0111
-0.1877 -0.2241 -0.1008
0.0331 0.0098 0.0445
-0.2835 -0.0521 0.1091
-0.1022 -0.1560 0.0884
-0.1602 -0.1129 0.0080
0.0416 0.0214 -0.0408
-0.0181 0.1445 -0.0332
-0.1545 -0.1421 -0.0373
0.0258 -0.0629 -0.0301
0.0043 -0.0808 -0.0526
0.0517 0.1360 0.1076
0.1428 -0.0570 0.0009
-0.0065 -0.0340 0.0039
-0.0003 -0.0255 -0.0385
0.0484 0.0087 -0.0189
0.0088 -0.0022 -0.0101
-0.0793 0.0720 0.0212
0.0437 -0.0051 -0.0065
-0.0388 0.0172 0.0133
-0.0274 0.0110 -0.0213
-0.0367 0.0639 0.0130
0.0148 0.0225 0.0482
-0.0549 -0.0033 -0.0102
-0.0179 -0.0267 0.0071
-0.0041 0.0161 -0.0204
-0.0062 -0.0034 -0.0013
0.0276 0.0032 0.0135
-0.0457 0.0121 0.0087
-0.0362 -0.0093 0.0145
0.0256 -0.0282 -0.0179
-0.0646 0.0294 -0.0361

Results
ΔE to the lowest compared entry with this formula, charge and spin	1.449	eV
strongest force on any atom	0.0359	Eh/bohr
2S+1	5